# 1
52
Properties=species:S:1:pos:R:3 method="wB97M-V/def2-TZVPD" total_charge=-2
C -0.913 -0.741 0.477
F -0.459 -0.833 1.743
F -1.503 -1.925 0.066
F -1.749 0.319 0.457
S 0.630 -0.340 -0.661
O 0.161 -0.500 -2.009
O 0.991 1.021 -0.374
O 1.591 -1.345 -0.222
C -3.339 3.516 0.823
F -3.761 3.293 -0.444
F -2.660 2.502 1.401
F -2.385 4.473 0.783
S -4.764 4.125 1.989
O -5.869 3.200 1.656
O -4.260 3.996 3.385
O -4.995 5.519 1.608
O 0.437 -3.772 0.965
H 0.290 -2.830 0.883
H -0.142 -4.045 1.676
O 2.428 3.743 -0.567
H 2.761 4.555 -0.186
H 2.561 3.085 0.115
O 0.154 -0.588 -4.686
H -0.730 -0.412 -5.008
H 0.145 -0.280 -3.780
O 3.984 -0.472 -1.585
H 3.203 -0.773 -2.049
H 4.334 0.229 -2.133
O 0.366 2.736 1.707
H 1.005 2.569 2.399
H 0.609 2.132 1.005
O -3.975 -1.653 1.469
H -3.333 -2.084 0.904
H -4.505 -1.126 0.871
O 3.432 -2.841 0.894
H 3.260 -3.779 0.808
H 2.715 -2.422 0.418
O 0.898 -3.093 -3.824
H 0.757 -2.216 -4.180
H 0.414 -3.098 -2.998
O 1.519 -1.595 3.915
H 0.805 -1.534 3.280
H 1.084 -1.769 4.750
O -0.228 3.119 -1.576
H 0.480 3.762 -1.550
H 0.168 2.312 -1.246
O -0.728 -4.679 -1.468
H -1.638 -4.959 -1.369
H -0.472 -4.381 -0.595
O 3.746 0.109 1.048
H 4.470 0.071 0.423
H 3.012 -0.300 0.591


# 2
36
Properties=species:S:1:pos:R:3 method="wB97M-V/def2-TZVPD" e_above_lowest_kj_mol=1346.73 total_charge=0
C -18.629 -12.891 -10.647
O -17.709 -11.980 -10.170
H -18.316 -13.837 -10.207
H -19.571 -12.603 -10.182
H -18.530 -12.863 -11.732
H -17.184 -12.346 -9.454
C -20.139 -14.143 -5.142
O -21.333 -13.477 -4.778
H -19.965 -14.114 -6.217
H -19.359 -13.667 -4.547
H -20.078 -15.200 -4.884
H -21.634 -14.027 -4.052
O -23.260 -13.778 -8.197
H -22.747 -13.796 -7.389
H -22.660 -14.102 -8.869
O -20.528 -13.001 -8.002
H -21.052 -12.770 -8.769
H -20.635 -13.948 -7.914
O -20.530 -15.089 -8.236
H -19.800 -15.634 -7.941
H -21.297 -15.457 -7.797
O -19.992 -10.880 -8.092
H -20.458 -11.712 -8.173
H -20.263 -10.377 -8.860
O -21.619 -13.154 -9.862
H -21.842 -12.558 -10.577
H -21.127 -13.860 -10.282
O -22.805 -11.559 -8.698
H -22.801 -12.513 -8.777
H -23.473 -11.270 -9.320
O -18.457 -12.047 -6.908
H -19.192 -11.953 -7.513
H -17.684 -12.079 -7.471
O -21.011 -12.035 -6.254
H -20.971 -12.687 -5.554
H -20.738 -12.510 -7.039


# 3
38
Properties=species:S:1:pos:R:3 method="wB97M-V/def2-TZVPD" e_above_lowest_kj_mol=107.45 total_charge=0
O 1.582 2.824 -1.918
H 1.206 3.570 -1.445
H 1.381 2.951 -2.849
H 1.336 1.960 -1.581
C -0.288 -1.247 0.172
C 0.537 -0.132 -0.555
O 1.522 0.295 0.045
O 0.139 0.242 -1.656
H -0.787 -0.812 1.038
H 0.493 -1.840 0.649
H -0.915 -1.791 -0.534
O -0.175 1.660 3.028
H -1.082 1.904 3.211
H -0.140 0.719 3.202
O -2.458 1.001 -1.176
H -1.512 0.874 -1.254
H -2.557 1.917 -0.919
O 3.657 -0.302 -2.568
H 2.994 -0.845 -2.996
H 3.506 -0.433 -1.632
O 2.470 2.163 1.976
H 2.320 1.604 1.214
H 1.603 2.504 2.197
O -1.895 -2.082 3.532
H -2.343 -1.380 3.060
H -1.039 -2.147 3.109
O 0.949 -1.843 -3.687
H 0.544 -1.480 -2.900
H 0.212 -2.063 -4.257
O 3.481 -1.341 0.917
H 3.165 -1.914 1.616
H 2.768 -0.718 0.777
O -3.330 -0.031 1.756
H -2.863 0.134 0.936
H -3.304 0.806 2.219
O -4.115 -1.538 -0.906
H -3.459 -0.848 -0.808
H -3.604 -2.341 -1.012


# 4
40
Properties=species:S:1:pos:R:3 method="wB97M-V/def2-TZVPD" e_above_lowest_kj_mol=111.88 total_charge=-1
C 1.367 0.426 -0.003
C 0.174 1.122 -0.614
O 0.351 2.325 -0.969
O -0.900 0.471 -0.757
H 1.949 0.989 0.726
H 2.120 0.191 -0.767
H 1.116 -0.541 0.439
O 0.427 -3.328 1.512
H -0.176 -2.650 1.889
H 0.003 -4.177 1.701
O -3.429 1.585 0.793
H -3.587 1.267 -0.103
H -2.777 2.325 0.676
O -0.494 2.727 -3.644
H -0.597 1.904 -4.130
H -0.330 2.450 -2.710
O -3.121 -0.066 -2.440
H -2.432 0.279 -1.828
H -2.626 -0.395 -3.194
O -1.381 -0.744 1.155
H -2.295 -1.003 1.314
H -1.431 -0.138 0.389
O 0.696 0.752 2.567
H 0.682 0.448 3.478
H 0.465 -0.035 2.046
O -1.801 3.687 0.142
H -1.121 3.153 -0.344
H -2.122 4.357 -0.470
O 3.086 3.461 -1.542
H 2.389 2.799 -1.370
H 3.669 3.401 -0.779
O -1.019 -2.316 -0.949
H -0.737 -1.367 -0.912
H -0.685 -2.752 -0.145
O 2.432 -2.430 3.353
H 1.927 -2.698 2.555
H 2.762 -3.257 3.722
O 2.765 -4.278 -0.077
H 2.667 -4.135 -1.025
H 2.011 -3.812 0.315


# 5
44
Properties=species:S:1:pos:R:3 method="wB97M-V/def2-TZVPD" e_above_lowest_kj_mol=228.51 total_charge=-1
C -0.534 -1.322 0.417
C 0.989 -1.152 0.536
O 1.404 0.055 0.001
H -0.867 -2.145 1.030
H -0.899 -1.485 -0.620
H -1.181 -0.517 0.801
H 1.600 -1.960 0.214
H 1.222 -1.125 1.588
O -1.939 0.129 -3.181
H -1.959 -0.806 -3.081
H -1.174 0.412 -3.671
O -3.398 -0.790 -0.673
H -4.325 -0.655 -0.586
H -3.303 -1.506 -1.308
O 2.204 0.515 3.978
H 1.674 0.802 3.240
H 1.624 0.556 4.725
O 1.626 0.479 -2.666
H 1.512 0.239 -1.742
H 1.256 -0.353 -3.000
O 2.607 2.845 -0.361
H 1.874 3.425 -0.571
H 2.349 1.913 -0.179
O -3.929 -0.361 2.149
H -4.532 0.231 1.696
H -3.606 -0.888 1.435
O 4.329 0.294 -1.112
H 3.958 0.191 -0.268
H 4.649 1.217 -0.904
O -2.353 1.909 0.816
H -1.872 1.600 0.065
H -2.583 1.128 1.354
O 3.591 0.064 1.546
H 3.253 -0.141 2.401
H 2.792 -0.133 1.042
O -0.742 1.109 -1.038
H -0.347 0.399 -0.562
H -1.322 0.621 -1.681
O 0.706 1.621 2.109
H -0.155 1.325 2.521
H 0.860 1.074 1.347
O -1.936 -2.660 -2.501
H -2.033 -3.579 -2.407
H -1.092 -2.573 -2.901


# 6
10
Properties=species:S:1:pos:R:3 method="wB97M-V/def2-TZVPD" e_above_lowest_kj_mol=121.26 total_charge=+1
O -0.709 -0.231 -2.028
C 0.101 -0.193 -1.005
O -0.043 -1.099 -0.068
O 0.541 0.945 -0.719
Ag 0.054 -3.670 0.085
H -1.370 -0.935 -1.986
O 0.193 0.851 1.996
C 0.506 1.822 1.327
O 0.678 2.976 1.359
H 0.050 -0.464 1.038


# 7
8
Properties=species:S:1:pos:R:3 method="wB97M-V/def2-TZVPD" e_above_lowest_kj_mol=244.90 smiles="BC(=O)C(=O)[O-]" total_charge=-1
B 0.079 -0.280 0.201
C 0.694 0.558 1.905
O 0.592 -0.011 2.931
C 1.238 1.960 1.588
O 0.482 2.933 1.772
O 2.339 2.021 1.052
H 0.776 -0.442 -0.843
H -0.962 -0.165 -0.005


# 8
8
Properties=species:S:1:pos:R:3 method="wB97M-V/def2-TZVPD" e_above_lowest_kj_mol=212.68 total_charge=0
C 1.199 -0.394 0.175
C 0.277 0.543 0.131
Br -0.707 -1.394 -2.356
Br -0.440 1.311 1.798
I 1.835 -1.172 1.969
I -3.919 0.804 -0.235
H 1.748 -0.800 -0.702
H 0.008 1.102 -0.780


# 9
8
Properties=species:S:1:pos:R:3 method="wB97M-V/def2-TZVPD" e_above_lowest_kj_mol=241.20 total_charge=0
C -0.471 0.875 0.152
C -1.355 -0.095 0.059
S 1.088 1.223 -0.220
S -0.971 -1.806 -0.094
Br 3.220 -0.209 -0.049
Br -3.169 0.212 0.078
H 1.546 1.555 0.951
H 0.111 -1.755 -0.878


# 10
10
Properties=species:S:1:pos:R:3 method="wB97M-V/def2-TZVPD" e_above_lowest_kj_mol=40.68 total_charge=0
C -0.987 2.092 0.576
Br -0.326 3.183 -0.762
Br 0.151 1.670 2.003
Br -1.892 0.532 -0.039
H -1.637 2.759 1.125
C 0.966 -1.891 -0.542
Cl 0.635 -1.850 -2.264
Cl 2.397 -2.909 -0.326
Cl -0.356 -2.743 0.326
H 1.049 -0.843 -0.097


# 11
9
Properties=species:S:1:pos:R:3 method="wB97M-V/def2-TZVPD" e_above_lowest_kj_mol=340.30 total_charge=0
C -1.209 0.239 -0.177
C 1.499 0.687 -0.045
S -1.319 -1.004 1.111
Cl -1.432 -2.717 -0.020
Br -2.207 1.812 -0.035
Br 1.945 -0.305 -1.507
Br 1.635 -0.136 1.658
H -0.878 -0.197 -1.052
H 1.966 1.621 0.068


# 12
11
Properties=species:S:1:pos:R:3 method="wB97M-V/def2-TZVPD" e_above_lowest_kj_mol=224.31 total_charge=0
C 0.024 -0.156 -0.137
C 2.238 1.177 -1.013
N -0.342 -0.108 -1.483
O 0.211 -0.830 -2.290
O -1.093 0.911 -1.786
O -0.428 0.716 0.698
Br 1.601 2.850 -0.325
Br 3.722 0.529 -0.128
Br 2.111 1.106 -2.868
H 0.664 -0.977 0.373
H -0.918 1.459 0.242


Per-record calculated total energy, Eh: -2840.63119 -842.50048 -993.42196 -1069.43352 -1071.71577 -600.24830 -327.94683 -5820.71724 -6021.69920 -9179.99139 -8657.68516 -8079.70924